No. 1
Computed, not measured: C36H46CdFN5O4P2S as an isolated structure, with ωB97M-V/def2-TZVPD.

Values from the calculation:
**Net charge**: -1
**Frontier orbital gap (alpha / beta)**: 5.62 / 6.73 eV
**Lowest unoccupied orbital energy (alpha / beta)**: 2.46 / 2.46 eV
**Multiplicity**: 2

XYZ file:
```
96
Properties=species:S:1:pos:R:3:forces:R:3:lowdin_spin:R:1
Cd -0.07385 -0.61740 1.32274 0.057 -0.079 0.023 0.039
C 5.49489 -0.62284 0.25541 -0.033 -0.012 0.117 0.000
C 4.13599 -1.20407 0.63775 -0.251 0.017 -0.162 0.000
C 3.87869 -2.51064 -0.11840 -0.041 0.041 0.085 0.000
P 2.64070 -0.07783 0.52110 0.455 0.178 -0.123 0.000
C 2.94613 1.22404 -0.80814 0.008 -0.207 0.058 0.000
C 2.98535 0.60811 -2.20861 -0.028 0.036 0.117 0.000
C 4.11883 2.18237 -0.59004 -0.051 -0.034 0.001 0.000
C 2.81769 0.94772 2.00952 -0.290 0.069 -0.056 0.004
C 3.87044 0.93151 2.91972 0.030 -0.014 0.046 0.001
C 3.86310 1.75487 4.03153 0.072 0.019 0.080 0.000
C 2.77192 2.58929 4.25680 -0.012 -0.009 -0.022 -0.001
C 1.71192 2.60589 3.37644 -0.022 -0.032 -0.096 0.000
C 1.71081 1.79659 2.22503 0.200 0.124 0.084 0.001
N 0.64779 1.72881 1.34485 -0.201 -0.032 0.143 0.019
C 0.00638 2.87318 0.98713 0.135 0.011 -0.069 0.002
C 0.67904 4.12730 0.97228 0.007 0.012 0.014 0.001
C 0.04423 5.29471 0.62131 0.001 -0.059 0.019 0.000
C -1.29380 5.28392 0.23399 -0.079 0.119 -0.035 0.000
C -1.94774 4.06879 0.16084 0.058 0.060 0.005 0.000
C -1.33344 2.86546 0.51173 0.099 -0.159 0.045 0.000
P -2.15704 1.25426 0.30895 -0.422 0.201 -0.322 0.003
C -3.53579 1.28387 1.57113 0.192 -0.113 0.003 0.001
C -2.89207 1.33718 2.95657 -0.028 -0.070 -0.122 0.005
C -4.58551 2.38155 1.42843 0.055 -0.082 -0.058 0.000
C -3.05836 1.58701 -1.30549 0.215 -0.195 0.069 0.001
C -4.15759 0.57906 -1.63666 0.028 0.131 0.135 0.000
C -2.01920 1.65694 -2.42821 -0.036 0.042 0.039 0.000
H 6.28503 -1.32872 0.52805 0.011 -0.006 -0.028 0.000
H 5.69853 0.32201 0.75750 0.023 0.001 -0.032 0.000
H 5.55810 -0.45976 -0.82216 0.012 0.022 0.011 0.000
H 4.14152 -1.45237 1.70360 -0.018 -0.002 0.002 0.001
H 3.89874 -2.34641 -1.20004 -0.042 -0.018 -0.021 0.000
H 2.91464 -2.93866 0.16104 -0.006 -0.017 -0.061 0.000
H 4.65757 -3.24080 0.11717 0.011 -0.001 -0.041 0.000
H 2.02478 1.80598 -0.72541 -0.021 -0.006 0.049 0.000
H 3.77814 -0.14013 -2.29558 -0.010 0.011 -0.051 0.000
H 3.17629 1.38506 -2.95319 0.005 -0.015 -0.016 0.000
H 2.03341 0.13878 -2.45781 0.022 -0.019 -0.040 0.000
H 5.05015 1.76970 -0.98039 0.001 0.028 0.026 0.000
H 4.25500 2.41609 0.46609 0.026 0.035 -0.007 0.000
H 3.92367 3.12099 -1.11543 0.023 -0.007 -0.034 0.000
H 4.71908 0.27511 2.77180 -0.031 -0.010 -0.033 0.000
H 4.69541 1.74523 4.72436 -0.013 -0.041 -0.002 0.000
H 2.74448 3.21603 5.14068 -0.005 0.001 -0.005 0.000
H 0.84846 3.22941 3.57163 -0.005 0.012 0.003 0.000
H 1.72616 4.15031 1.24388 0.006 0.001 0.044 0.000
H 0.59635 6.22795 0.63715 0.014 -0.009 0.002 0.000
H -1.80476 6.20299 -0.02400 -0.004 -0.024 -0.029 0.000
H -2.97127 4.06735 -0.19021 0.013 -0.001 0.036 0.000
H -4.02283 0.30928 1.45477 0.030 -0.018 0.001 0.000
H -2.38131 2.29205 3.10139 0.030 -0.010 0.016 0.001
H -2.15661 0.54215 3.08474 0.017 0.031 0.090 0.007
H -3.64967 1.23238 3.73713 0.006 -0.009 0.011 0.001
H -4.14585 3.36214 1.61297 -0.011 0.023 -0.007 0.000
H -5.36997 2.22391 2.17342 -0.014 0.023 0.002 0.000
H -5.05704 2.38490 0.44393 -0.006 0.039 0.024 0.000
H -3.52486 2.56832 -1.20736 0.038 -0.020 0.020 0.000
H -3.72985 -0.36414 -1.95605 0.053 -0.229 -0.003 0.000
H -4.77675 0.96659 -2.45094 0.008 -0.022 0.002 0.000
H -4.80700 0.38787 -0.77988 -0.034 -0.018 -0.049 0.000
H -1.65216 0.65756 -2.67716 -0.008 -0.003 0.033 0.000
H -1.17150 2.28212 -2.14046 0.009 0.008 -0.047 0.000
H -2.45867 2.08395 -3.33344 -0.012 -0.037 -0.017 0.000
S -0.00163 -0.29329 4.79605 0.107 -0.077 0.157 0.346
C 0.57775 -0.86081 3.44670 -0.240 -0.056 -0.065 0.548
N -2.37677 -2.25564 -0.69824 -0.551 0.013 0.538 0.000
C -2.74596 -2.67166 0.54601 -0.043 0.008 0.198 0.001
C -3.61891 -3.76429 0.68669 -0.024 -0.092 0.042 0.000
C -4.00598 -4.15344 1.94576 0.069 0.021 -0.133 0.000
C -3.52521 -3.45901 3.05212 -0.042 -0.016 0.095 0.000
C -2.67760 -2.39613 2.82627 -0.042 0.170 0.150 0.002
N -2.29891 -1.98505 1.61426 0.097 -0.251 -0.549 0.013
H -2.38258 -2.92094 -1.45515 -0.087 0.150 0.081 0.000
H -1.60576 -1.61515 -0.71390 -0.209 0.030 0.010 0.000
H -3.95533 -4.29153 -0.19643 -0.007 0.016 -0.005 0.000
H -4.67018 -4.99951 2.07034 -0.005 -0.009 0.004 0.000
H -3.79647 -3.74610 4.05793 0.034 0.045 0.019 0.000
H -2.27198 -1.82623 3.65600 0.034 -0.027 -0.016 0.001
F 2.17326 -4.71126 -5.60966 -0.039 -0.038 -0.090 0.000
C 1.14545 -4.02789 -5.07966 0.445 0.027 0.313 0.000
C 1.26976 -3.46868 -3.86484 -0.071 -0.181 -0.310 0.000
N 0.26673 -2.74344 -3.29085 -0.184 0.247 -0.252 0.000
C 0.43514 -2.20116 -1.95928 0.129 -0.453 0.602 0.000
C 0.27147 -3.28632 -0.83768 -0.278 0.449 -0.490 0.000
O 0.16762 -4.45189 -1.21376 0.132 -0.108 0.121 0.000
O 0.23718 -2.80086 0.32298 0.213 0.230 0.261 0.001
C -0.96801 -2.64107 -3.89109 0.065 -0.035 0.127 0.000
O -1.92559 -2.08858 -3.37403 0.179 -0.026 -0.327 0.000
N -1.04518 -3.21033 -5.14268 0.093 -0.055 -0.127 0.000
C -0.06605 -3.91632 -5.85181 -0.416 0.139 0.064 0.000
O -0.29282 -4.34847 -6.96119 0.131 -0.051 0.010 0.000
H 2.18034 -3.57409 -3.29281 -0.012 0.009 0.032 0.000
H -0.30149 -1.41711 -1.81476 0.274 0.164 -0.226 0.000
H 1.43022 -1.77938 -1.84891 0.060 0.085 -0.104 0.000
H -1.93743 -3.11925 -5.60383 -0.047 0.011 0.000 0.000
```
Positions in Å, forces in eV/Å.


No. 2
Computed, not measured: one molecule with the formula C3H6N4O at a distorted geometry, with ωB97M-V/def2-TZVPD.

Values from the calculation:
**SMILES**: [H]/N=C1/NNC/C1=N/O
**Energy relative to the best compared isomer or geometry (same formula, charge and spin)**: 153.7 kcal/mol
**Net charge**: 0
**Frontier orbital gap**: 9.19 eV
**Lowest unoccupied orbital energy**: -0.25 eV
**Multiplicity**: 1

XYZ file:
```
14
Properties=species:S:1:pos:R:3:forces:R:3:nbo_charge:R:1
H 1.88618 1.67052 0.13421 2.587 -1.082 -0.319 0.369
N 1.00430 2.02401 0.00114 -5.409 -0.773 -0.519 -0.638
C 0.15369 1.03397 -0.18609 3.968 -0.681 1.212 0.334
N -1.17630 1.01431 -0.16197 -5.164 2.785 2.088 -0.491
N -1.82006 -0.21190 0.80175 2.490 -0.189 -4.839 -0.396
C -0.93590 -1.16147 -0.23628 -2.727 0.710 -2.262 -0.279
C 0.36088 -0.43082 -0.30746 4.131 -3.630 2.428 0.121
N 1.44793 -1.16962 -0.04506 -2.253 4.390 0.226 -0.094
O 2.52992 -0.20687 0.41188 -1.972 -1.988 -1.399 -0.602
H -1.44318 1.90770 0.25694 -0.694 -0.221 -0.123 0.386
H -2.84619 -0.37807 0.46976 2.279 0.924 0.151 0.363
H -1.41120 -0.98071 -1.38339 0.785 -0.909 3.185 0.209
H -0.90362 -2.22998 0.04610 0.095 0.802 -0.074 0.236
H 3.15355 -0.88105 0.19845 1.885 -0.137 0.243 0.482
```
Positions in Å, forces in eV/Å.


No. 3
Computed, not measured: one molecule with the formula C18H17NO5 at a distorted geometry, with ωB97M-V/def2-TZVPD.

Values from the calculation:
**SMILES**: COC[C@H](C)OC(=O)/C(C#N)=C\c1coc2ccc(C)cc2c1=O
**Energy relative to the best compared isomer or geometry (same formula, charge and spin)**: 38.8 kcal/mol
**Net charge**: 0
**Frontier orbital gap**: 8.71 eV
**Lowest unoccupied orbital energy**: -0.34 eV
**Multiplicity**: 1

XYZ file:
```
41
Properties=species:S:1:pos:R:3:forces:R:3:nbo_charge:R:1
C 2.28625 0.13957 0.23924 0.129 0.021 0.141 -0.251
O 1.56303 0.35746 -0.94761 -0.272 0.038 -0.156 -0.546
C 1.47795 1.71091 -1.33284 -0.304 0.142 0.190 -0.072
C 0.18822 2.42245 -0.89256 0.077 0.028 -0.624 0.064
C 0.24828 3.90004 -1.26615 -0.118 -0.281 0.201 -0.642
O 0.04271 2.24095 0.52378 0.238 -0.099 0.107 -0.526
C -1.15743 2.53517 1.04297 -0.085 0.299 -0.012 0.819
O -2.02966 3.14363 0.49172 0.109 -0.035 0.146 -0.564
C -1.19774 2.12338 2.49016 0.213 -0.895 -0.328 -0.225
C -1.51914 3.16960 3.38060 -0.155 0.335 0.439 0.280
N -1.75533 4.02309 4.10917 -0.078 0.268 0.225 -0.295
C -0.92699 0.89440 2.96828 -0.071 0.535 0.049 -0.080
C -0.62890 -0.28633 2.18621 0.149 -0.467 -0.245 -0.268
C 0.06953 -1.30302 2.75383 -0.253 0.646 0.021 0.264
O 0.42533 -2.43521 2.15978 0.160 -0.147 0.189 -0.432
C 0.08712 -2.61257 0.85188 -0.416 0.144 -0.942 0.361
C 0.52473 -3.77336 0.21582 0.053 0.103 0.267 -0.254
C 0.20947 -3.98040 -1.10767 -0.016 0.151 0.186 -0.176
C -0.54623 -3.05123 -1.83077 -0.116 0.173 0.091 -0.011
C -0.86035 -3.30273 -3.27171 0.054 -0.016 -0.035 -0.630
C -0.98018 -1.90994 -1.18806 0.112 -0.226 0.062 -0.137
C -0.67385 -1.67234 0.15292 0.206 -0.311 0.194 -0.210
C -1.13511 -0.44314 0.81079 0.023 -0.270 0.083 0.549
O -1.89166 0.34685 0.27587 0.041 -0.281 0.036 -0.570
H 3.31643 0.50492 0.14209 -0.023 -0.036 0.014 0.169
H 2.30589 -0.93857 0.39133 0.057 -0.006 0.070 0.186
H 1.81819 0.62904 1.09896 0.055 -0.042 -0.035 0.181
H 2.34392 2.26730 -0.95276 0.005 0.015 -0.045 0.169
H 1.50314 1.72344 -2.42710 0.008 0.138 0.096 0.194
H -0.68034 1.94695 -1.36400 0.137 0.026 0.065 0.207
H 0.41678 3.99940 -2.33465 0.050 0.038 -0.145 0.214
H 1.05941 4.38869 -0.72999 0.107 0.054 0.016 0.209
H -0.68886 4.38541 -1.00949 0.031 0.038 -0.054 0.250
H -0.94361 0.75267 4.04343 -0.032 0.121 0.034 0.225
H 0.43075 -1.25537 3.77399 -0.036 -0.050 -0.005 0.203
H 1.10892 -4.48699 0.77533 0.063 -0.091 0.058 0.227
H 0.55340 -4.87781 -1.60057 0.046 -0.109 -0.029 0.217
H -1.29521 -4.29245 -3.40121 -0.051 -0.038 -0.076 0.220
H -1.55494 -2.55959 -3.65245 -0.050 0.017 -0.079 0.221
H 0.05254 -3.25970 -3.86496 0.013 -0.003 -0.111 0.223
H -1.56649 -1.16458 -1.70358 -0.059 0.077 -0.059 0.236
```
Positions in Å, forces in eV/Å.